# C4H4I2

A cluster of 2 separate species, C4H4I2 in total at a distorted geometry (ωB97M-V/def2-TZVPD, the Open Molecules 2025 dataset).

```
10
Properties=species:S:1:pos:R:3:forces:R:3
I 2.676 -0.063 -0.190 -1.105 0.593 -0.124
I -2.629 0.071 -0.212 -0.360 -0.012 0.155
C 0.404 2.080 -0.050 -1.059 0.944 -0.773
C 0.713 0.823 -0.227 -0.937 -3.520 1.120
C -0.827 -0.845 0.000 2.903 4.522 -1.217
C -0.455 -2.076 -0.102 -1.014 -1.793 1.180
H 1.125 2.900 -0.103 -0.001 -0.403 0.164
H 0.574 -2.504 0.003 -1.156 0.541 -0.346
H -1.428 -2.659 0.015 1.773 -0.279 -0.401
H -0.665 2.420 -0.067 0.957 -0.593 0.240
```
Positions in Å, forces in eV/Å.

Computed properties:
Max |F|   0.107 hartree/bohr
Kohn-Sham gap   8.55 eV
Relative energy (zero: lowest compared OMol25 entry of this formula, charge and spin)   73.8 kcal per mole
E_HOMO   -0.32664 Eh
LUMO energy   -0.3 eV

Atomic partial charges in e from the natural (NBO) method, atoms 1 to 4: I 0.138; I 0.243; C -0.540; C -0.140



# C4H4KMgO2

A structure of composition C4H4KMgO2 at a distorted geometry (ωB97M-V/def2-TZVPD, the Open Molecules 2025 dataset).

```
12
Properties=species:S:1:pos:R:3:forces:R:3
K 3.591 1.258 2.457 -0.172 -0.114 -0.137
Mg 5.918 4.122 3.317 0.005 0.005 0.003
O 1.345 0.191 0.855 -1.163 4.310 -1.834
O -1.063 0.985 -0.990 0.013 -3.690 0.413
C 0.013 -1.695 0.221 0.959 -0.927 1.438
C -1.648 -0.055 -1.258 -0.410 5.376 -0.946
C -2.665 -0.604 -1.890 0.518 -2.039 1.053
C 0.934 -1.013 0.695 -3.153 -0.734 -1.563
H -0.740 -2.426 0.474 0.236 0.017 -0.499
H -3.408 0.038 -2.362 0.457 0.035 0.193
H -2.857 -1.670 -1.773 0.022 0.338 -0.317
H 0.580 0.869 0.255 2.687 -2.576 2.196
```
Positions in Å, forces in eV/Å.

Computed properties:
Max |F|   0.106 hartree/bohr
Kohn-Sham gap   6.94 eV
E_HOMO   -0.39859 Eh
LUMO energy   -3.9 eV
Net charge   +1

Atomic partial charges in e from the natural (NBO) method, atoms 1 to 4: K 0.937; Mg 0.059; O -0.745; O -0.530



# C4H4LiO2Tb

A structure of composition C4H4LiO2Tb at a distorted geometry (ωB97M-V/def2-TZVPD, the Open Molecules 2025 dataset).

```
12
Properties=species:S:1:pos:R:3:forces:R:3
Tb -0.193 0.533 -2.493 0.264 0.544 -1.791
O -1.671 -0.083 -1.202 0.370 -0.548 2.095
O 1.678 0.356 -1.093 -0.871 -0.287 0.003
C -1.195 -0.076 1.305 0.951 0.768 -0.146
C 1.213 0.346 0.162 5.334 2.383 0.260
C 0.070 -0.189 0.550 -2.271 0.119 1.220
C -1.175 -0.711 -0.087 -1.295 -1.571 -0.863
Li 3.454 0.599 -1.446 0.432 -0.040 0.057
H -1.622 0.926 1.406 0.276 -0.220 0.131
H -1.380 -0.747 2.148 -0.094 -0.184 -0.468
H -1.288 -1.805 -0.074 -0.086 0.440 0.043
H 2.110 0.850 0.825 -3.010 -1.404 -0.542
```
Positions in Å, forces in eV/Å.

Computed properties:
Spin multiplicity   7
Max |F|   0.114 hartree/bohr
Kohn-Sham gap (spin up / spin down)   5.46 / 7.64 eV
Relative energy (zero: lowest compared OMol25 entry of this formula, charge and spin)   0.0 kcal per mole
E_HOMO (spin up / spin down)   -0.60548 / -0.58590 Eh
LUMO energy (spin up / spin down)   -11.0 / -8.3 eV
Net charge   +2
Expectation value of S²   12.9782

Atomic partial charges in e from the Löwdin method, atoms 1 to 4: Tb 1.786; O -0.323; O -0.454; C 0.075



# C4H4LuO5

A structure of composition C4H4LuO5 at a distorted geometry (ωB97M-V/def2-TZVPD, the Open Molecules 2025 dataset).

```
14
Properties=species:S:1:pos:R:3:forces:R:3
Lu 2.423 -1.442 1.060 -1.444 2.165 0.073
O 0.664 2.418 1.541 0.175 -2.368 -0.173
O 1.923 0.589 1.796 1.887 -2.905 0.026
O -2.788 0.119 1.690 1.960 0.546 -0.654
O -0.036 0.449 0.522 1.712 0.647 1.127
O -2.885 0.351 -0.579 2.037 0.430 0.371
C 0.446 -0.766 -0.154 -0.023 0.250 0.636
C -2.560 0.306 0.551 -3.866 -0.931 0.341
C 0.926 1.234 1.381 -3.052 2.218 -2.000
C 0.543 -0.487 -1.647 0.295 0.040 -0.433
H 0.715 -1.433 -2.185 -0.005 0.221 0.087
H -0.369 -1.500 -0.011 0.255 0.062 0.098
H -0.372 -0.032 -2.070 0.249 -0.201 0.401
H 1.372 0.194 -1.896 -0.180 -0.173 0.101
```
Positions in Å, forces in eV/Å.

Computed properties:
Spin multiplicity   2
Max |F|   0.083 hartree/bohr
Kohn-Sham gap (spin up / spin down)   6.78 / 6.62 eV
Relative energy (zero: lowest compared OMol25 entry of this formula, charge and spin)   15.4 kcal per mole
E_HOMO (spin up / spin down)   -0.28375 / -0.33393 Eh
LUMO energy (spin up / spin down)   -0.9 / -2.5 eV
Expectation value of S²   0.7532

Atomic partial charges in e from the natural (NBO) method, atoms 1 to 4: Lu 1.500; O -0.609; O -0.935; O -0.525